71
Properties=species:S:1:pos:R:3 method="wB97M-V/def2-TZVPD" e_homo_ev="-10.906 / -10.909" gap_ev="6.61 / 6.21" charge=+1 spin_multiplicity=2
Cr -0.386 -0.548 0.296
C -1.531 -1.785 3.363
C -0.108 -1.355 3.235
C 0.806 -1.736 4.226
C 2.112 -1.328 4.160
C 2.488 -0.430 3.161
C 1.548 -0.052 2.244
N 0.279 -0.559 2.236
C 1.688 1.044 1.275
C 2.591 2.094 1.309
C 2.342 3.200 0.511
C 1.160 3.279 -0.219
C 0.325 2.179 -0.228
N 0.654 1.068 0.431
C -1.017 2.065 -0.826
C -1.532 2.974 -1.717
C -2.833 2.801 -2.170
C -3.566 1.734 -1.698
C -2.996 0.837 -0.796
C -3.820 -0.292 -0.262
N -1.722 0.985 -0.383
H -1.933 -1.398 4.301
H -1.582 -2.874 3.397
H -2.137 -1.434 2.537
H 0.467 -2.401 5.008
H 2.835 -1.683 4.881
H 3.497 -0.045 3.106
H 3.444 2.065 1.972
H 3.033 4.033 0.510
H 0.897 4.184 -0.748
H -0.933 3.808 -2.058
H -3.266 3.505 -2.869
H -4.589 1.588 -2.012
H -4.877 -0.038 -0.300
H -3.541 -0.531 0.760
H -3.667 -1.191 -0.859
C -0.079 -5.539 -0.003
C 0.113 -4.189 -0.681
O 0.371 -4.291 -2.075
P -1.339 -3.110 -0.699
O -2.647 -3.961 -0.978
O -1.198 -2.157 -1.962
O -1.622 -2.171 0.442
P 1.365 -3.178 0.321
O 2.733 -3.552 -0.135
O 0.925 -3.344 1.731
O 0.951 -1.703 -0.199
H -0.813 -6.156 -0.529
H -0.369 -5.407 1.039
H 0.876 -6.068 -0.020
H 1.215 -4.751 -2.202
H -2.550 -4.924 -0.972
H -0.637 -2.555 -2.659
H 3.551 -4.312 -1.234
N 0.792 0.384 -2.626
C 1.711 -0.609 -3.009
C 1.408 -1.569 -3.974
C 2.253 -2.656 -4.153
C 3.408 -2.738 -3.391
C 3.769 -1.731 -2.512
C 2.923 -0.662 -2.331
S 4.300 -4.256 -3.270
O 3.515 -4.906 -2.040
O 5.642 -3.984 -2.873
O 4.012 -5.086 -4.391
H 0.060 0.554 -3.301
H 1.269 1.238 -2.377
H 0.504 -1.466 -4.567
H 2.020 -3.445 -4.858
H 4.695 -1.823 -1.959
H 3.176 0.111 -1.613

***

16
Properties=species:S:1:pos:R:3 method="wB97M-V/def2-TZVPD" e_homo_ev=-7.326 e_above_lowest_kcal_mol=263.88 gap_ev=4.25 charge=0 spin_multiplicity=1
O 0.755 1.357 1.976
C -0.183 1.098 1.298
N -0.715 1.743 0.136
C -0.111 0.972 -0.780
O 0.242 0.639 -3.215
C -1.013 -0.159 1.518
N -0.550 -1.392 1.283
C 0.743 -1.502 0.651
H 0.972 1.139 -0.965
H -0.518 0.784 -1.795
H -1.901 -0.060 2.129
H -1.365 -0.616 0.460
H 0.380 0.620 -4.164
H 0.790 -1.315 -0.431
H 1.082 -2.531 0.751
H 1.392 -0.777 1.149

***

27
Properties=species:S:1:pos:R:3 method="wB97M-V/def2-TZVPD" e_homo_ev="-15.492 / -16.412" e_above_lowest_kcal_mol=0.00 gap_ev="5.62 / 6.64" charge=+2 spin_multiplicity=1
O 2.156 -1.754 4.486
C 2.197 -1.764 3.339
Al -0.599 0.012 -0.419
C -0.636 0.347 -2.483
O -0.941 0.517 -3.590
C 2.676 -0.280 -0.914
O 3.153 -1.346 -0.823
C -2.629 -1.066 0.438
O -3.409 -1.531 1.164
C 1.416 0.604 -0.621
O 1.855 1.759 -0.398
H -2.316 -0.327 -0.586
C -1.122 2.997 3.842
C -1.261 2.721 2.399
C -1.852 3.487 1.393
C -1.716 2.764 0.198
N -1.109 1.586 0.499
N -0.820 1.611 1.826
C -2.186 3.076 -1.155
H -0.711 4.007 3.982
H -2.104 2.972 4.338
H -0.463 2.275 4.336
H -2.352 4.445 1.514
H -0.394 0.824 2.284
H -3.284 3.087 -1.179
H -1.880 4.085 -1.475
H -1.832 2.353 -1.899

***

72
Properties=species:S:1:pos:R:3 method="wB97M-V/def2-TZVPD" e_homo_ev=-8.894 e_above_lowest_kcal_mol=2.49 gap_ev=5.79 charge=+1 spin_multiplicity=1
Sr 2.731 1.769 -1.334
N 1.893 -1.611 2.007
C 2.353 -0.470 1.400
S 3.606 -0.654 0.223
N 1.763 0.626 1.834
N 2.144 1.759 1.179
C 1.808 2.863 1.725
C 2.145 4.145 1.081
C 1.642 5.329 1.604
C 1.949 6.523 0.979
C 2.753 6.500 -0.149
C 3.207 5.275 -0.603
N 2.924 4.116 -0.011
H 2.513 -2.402 1.956
H 1.413 -1.463 2.881
H 1.261 2.871 2.666
H 1.008 5.297 2.480
H 1.562 7.459 1.361
H 3.015 7.406 -0.675
H 3.830 5.218 -1.489
C -4.377 1.100 1.539
C -4.337 1.116 0.018
N -3.003 0.820 -0.511
C -2.184 1.851 -0.822
C -0.901 1.747 -1.259
C -0.180 3.073 -1.531
O -0.700 4.081 -1.055
O 0.889 3.004 -2.213
C -0.320 0.441 -1.388
O 0.838 0.183 -1.749
C -1.200 -0.679 -1.002
C -0.670 -1.972 -1.048
C -1.460 -3.023 -0.697
F -0.980 -4.292 -0.755
C -2.783 -2.849 -0.274
C -3.305 -1.579 -0.215
C -2.517 -0.472 -0.576
N -3.604 -3.975 0.083
C -3.110 -4.745 1.215
C -4.197 -5.688 1.685
N -4.577 -6.592 0.539
C -5.010 -5.803 -0.672
C -3.906 -4.839 -1.050
H -5.385 1.329 1.887
H -3.696 1.849 1.944
H -4.086 0.129 1.940
H -4.608 2.101 -0.355
H -5.051 0.413 -0.411
H -2.592 2.847 -0.703
H 0.360 -2.111 -1.351
H -4.321 -1.466 0.131
H -2.860 -4.071 2.033
H -2.203 -5.318 0.971
H -5.099 -5.146 1.963
H -3.869 -6.318 2.510
H -5.315 -7.235 0.824
H -3.766 -7.163 0.288
H -5.917 -5.273 -0.387
H -5.227 -6.513 -1.468
H -4.256 -4.232 -1.884
H -3.021 -5.397 -1.394
Br 8.717 0.727 -3.573
C 7.600 1.402 -2.214
C 8.100 1.674 -0.953
C 7.227 2.165 0.003
C 5.901 2.362 -0.340
N 5.423 2.105 -1.560
C 6.261 1.627 -2.480
H 9.143 1.501 -0.726
H 7.569 2.385 1.004
H 5.187 2.736 0.385
H 5.858 1.419 -3.464

***

8
Properties=species:S:1:pos:R:3 method="wB97M-V/def2-TZVPD" e_homo_ev=-8.036 smiles="C[N+]([S-])=C=O" e_above_lowest_kcal_mol=51.66 gap_ev=7.44 charge=0 spin_multiplicity=1
C 0.036 0.951 0.390
N 0.279 -0.381 -0.202
S 1.884 -0.713 -0.971
C -0.618 -1.268 -0.297
O -1.356 -2.154 -0.520
H 0.022 1.766 -0.421
H -1.001 0.736 0.758
H 0.754 1.062 1.263

***

27
Properties=species:S:1:pos:R:3 method="wB97M-V/def2-TZVPD" e_homo_ev=-7.960 smiles=Cc1c[nH]c2ccccc12.CC e_above_lowest_kcal_mol=66.22 gap_ev=8.84 charge=0 spin_multiplicity=1
C -1.008 -2.866 -0.062
C -0.596 -1.498 -0.142
C -0.686 -0.512 0.709
N -0.205 0.745 0.059
C 0.202 0.276 -1.172
C 0.921 1.085 -2.137
C 1.260 0.488 -3.388
C 0.973 -0.855 -3.586
C 0.369 -1.658 -2.606
C 0.022 -1.098 -1.346
H -0.682 -3.481 0.796
H -0.851 -3.522 -0.944
H -2.144 -2.755 -0.021
H -0.810 -0.353 1.740
H -0.071 1.651 0.370
H 1.155 1.988 -1.834
H 1.796 1.126 -4.131
H 1.487 -1.338 -4.425
H 0.467 -2.765 -2.994
C -0.946 2.184 2.909
C 0.447 1.609 3.365
H -1.177 2.106 1.866
H -1.715 1.543 3.271
H -0.850 3.360 3.240
H 1.218 1.475 2.560
H 0.409 0.671 3.903
H 1.013 2.394 4.002